188
Properties=species:S:1:pos:R:3:forces:R:3:mulliken_charge:R:1 method="wB97M-V/def2-TZVPD" lumo_ha=-0.3365 total_energy_ev=-71040.1346 gap_ev=7.3 relative_energy_ev=0.000 total_charge=+5
C 1.379245 -0.000316 -0.082117 -0.2076 -1.0165 -0.2885 -0.138
C 1.025031 1.359227 0.541070 0.3262 0.3926 0.0663 1.292
O 0.328300 2.190151 -0.279126 0.1914 -0.0900 0.1367 -0.748
H 1.538359 0.017820 -1.165052 -0.2715 0.5692 -0.0194 -0.527
H 0.545289 -0.698618 0.083680 0.0338 -0.0836 -0.1276 0.171
H 2.294678 -0.502304 0.258555 -0.1215 0.3156 0.4900 0.166
H 1.977627 1.756043 0.968666 0.2282 0.3381 -0.4770 -0.297
H 0.519802 1.160295 1.524826 -0.4165 -0.3264 -0.0241 -1.105
C -0.754252 -4.174574 -1.482649 -1.1531 -0.9544 -0.0418 -1.724
C -0.592011 -5.432015 -2.372915 -0.5525 0.3188 0.4335 0.662
C -0.813247 -5.160957 -3.851579 1.5167 1.5974 -0.9735 -1.050
N -0.507965 -6.278645 -4.827486 -0.8536 -1.5169 0.6189 0.717
C -0.665036 -5.825189 -6.265098 -0.7070 0.5192 -1.1484 -0.636
C -0.957375 -6.919238 -7.293695 0.3653 -0.2792 -0.3290 -0.715
C -2.102167 -7.834059 -6.924193 1.0210 -1.5647 0.7687 -0.672
C -1.747764 -8.459218 -5.563441 0.0652 1.1531 0.1498 -0.846
C -1.516567 -7.366278 -4.503451 -2.0524 -0.9430 -0.9299 -0.750
C 0.869153 -6.856768 -4.647797 -0.4117 0.4087 0.7556 -1.226
H -0.791139 -4.533578 -0.449208 0.9373 0.1871 0.0755 0.426
H -1.803282 -3.856897 -1.520543 0.2292 0.5672 -0.6763 0.584
H -0.049106 -3.372520 -1.681667 -0.0229 0.0672 0.1932 0.354
H -1.406833 -6.072732 -2.030997 0.2629 -0.3977 -0.0732 0.331
H 0.355848 -5.906547 -2.124320 0.0108 -0.0816 -0.2783 -0.428
H -0.192542 -4.355524 -4.271991 0.4811 0.0213 0.6565 0.520
H -1.787655 -4.698707 -4.019965 -0.4014 -0.9376 -0.1513 0.346
H -1.485676 -5.109190 -6.352147 -0.0812 -0.0111 0.6218 0.394
H 0.225700 -5.290430 -6.594433 0.2162 -0.0108 0.5126 0.406
H -1.129191 -6.498945 -8.287313 -0.0463 0.5982 0.2761 0.376
H -0.049100 -7.503933 -7.472307 -0.0725 -0.2236 0.2602 0.390
H -3.101594 -7.404705 -6.902662 0.0777 0.2657 -0.1206 0.307
H -2.081415 -8.700784 -7.585800 -0.4024 0.3478 -0.4666 0.344
H -2.595052 -9.031091 -5.185914 0.1717 -0.2372 0.0524 0.401
H -0.861356 -9.094226 -5.603321 -0.1529 -0.2148 -0.2859 0.358
H -2.483729 -6.860252 -4.436265 0.1390 0.2714 0.0989 0.435
H -1.425718 -7.932810 -3.575858 1.0336 0.8348 0.3501 0.382
H 1.016722 -7.685799 -5.331326 0.0318 0.2044 -0.2237 0.451
H 0.906101 -7.241078 -3.630893 0.1464 -0.0909 -0.0958 0.478
H 1.591873 -6.052235 -4.755864 0.1237 -0.1245 -0.2569 0.310
C 2.249958 -8.008685 -0.590535 0.6569 0.0146 -0.9263 -1.334
C 3.392627 -7.101350 -0.105065 -1.0803 -0.9958 0.1858 -0.337
C 2.817824 -5.689154 -0.024922 0.9886 -0.0033 1.9451 -0.445
N 3.705687 -4.752874 0.827305 0.5373 0.6731 -0.8562 0.281
C 3.002223 -3.396082 0.897127 0.0045 0.3846 0.0691 -0.580
C 3.682568 -2.352503 1.798412 0.2153 -0.8903 -0.0397 -0.357
C 3.917171 -2.957070 3.175928 0.3957 -0.0102 0.3487 -0.506
C 4.636675 -4.303328 3.138778 1.2124 0.3169 -0.1308 -1.035
C 3.988448 -5.304828 2.218544 -1.8060 -0.3977 -0.1452 -0.605
C 5.047537 -4.681313 0.124729 -0.4834 0.9615 0.3986 -0.966
H 1.989533 -7.617880 -1.581762 -0.8039 -0.1718 0.2209 0.131
H 1.451998 -8.069599 0.146198 -0.2999 0.3032 -0.3014 0.427
H 2.564324 -9.034576 -0.780708 0.2798 0.0627 0.1769 0.463
H 4.250207 -7.209735 -0.764488 0.0192 0.2094 -0.0044 0.403
H 3.623485 -7.551831 0.862473 0.3850 0.5716 0.0591 0.298
H 1.896369 -5.670725 0.559132 -0.2777 -0.2925 -0.4019 0.251
H 2.686476 -5.214511 -0.994299 0.0249 0.0242 -0.0187 0.398
H 1.992770 -3.543922 1.288486 0.0646 -0.4966 0.0980 0.274
H 2.848917 -3.045948 -0.124343 0.3193 -0.0548 -0.0887 0.503
H 3.055811 -1.471471 1.922432 -0.1768 -0.0987 -0.3162 0.124
H 4.624241 -1.999295 1.373400 0.0050 -0.0855 -0.0633 0.430
H 2.979963 -3.058575 3.730754 -0.0951 0.0734 -0.0636 -0.086
H 4.559612 -2.262747 3.717963 -0.1834 -0.0377 0.2764 0.499
H 4.784941 -4.711152 4.139196 -0.5788 -0.2298 0.0095 0.489
H 5.683945 -4.117358 2.877638 -0.0623 -0.0619 -0.4327 0.318
H 2.996476 -5.573249 2.604959 -0.0566 0.2191 0.0853 0.408
H 4.432469 -6.281183 2.052679 0.7487 0.3541 0.3260 0.545
H 5.468099 -5.673760 0.215006 0.3455 0.1153 -0.2767 0.398
H 5.655509 -3.926108 0.616466 0.1449 -0.2806 0.1691 0.506
H 4.920690 -4.327986 -0.896575 -0.1508 -0.3778 -0.1120 0.289
C 0.451077 6.647542 -2.425298 1.3364 1.1604 1.1207 -1.517
C 1.667206 5.772397 -2.103591 -0.0486 -1.1255 -0.0241 0.086
C 1.961669 5.702734 -0.606609 -0.0843 -0.1530 0.0522 -0.450
N 3.190288 4.867524 -0.282143 1.2014 -0.2925 -0.8346 0.582
C 4.488424 5.665488 -0.481707 -0.2609 0.6032 0.8164 -0.598
C 4.639116 6.857110 0.471026 -0.2855 -1.0791 0.0524 -0.816
C 4.517331 6.381956 1.940797 0.5228 0.4801 -0.9878 -0.856
C 3.289385 5.491731 2.153289 1.2803 0.3021 -0.7412 -0.790
C 3.098481 4.349729 1.110947 -0.7269 1.4134 1.8876 -0.266
C 3.369399 3.679253 -1.205830 -1.1596 -0.0549 0.6011 -1.168
H -0.413271 6.422301 -1.801593 -0.2669 -0.6257 -0.5540 0.263
H 0.293489 6.791788 -3.488166 -0.4045 -0.3641 -0.0064 0.432
H 0.701586 7.643231 -2.036312 0.0288 0.1365 -0.3265 0.492
H 2.571324 5.990939 -2.676616 -0.1248 0.8303 0.0581 0.385
H 1.509209 4.733685 -2.413413 -0.5137 0.0471 0.0388 -0.213
H 1.131291 5.247889 -0.063561 -0.0403 -0.3210 -0.2967 0.030
H 2.092269 6.664900 -0.115348 0.2332 0.1531 -0.3722 0.639
H 4.525190 6.023737 -1.507889 -0.1455 -0.2812 -0.1134 0.472
H 5.285333 4.943605 -0.310346 0.0565 -0.0128 -0.0718 0.508
H 3.910978 7.621147 0.202522 0.1344 0.2063 0.1071 0.329
H 5.646484 7.218822 0.269034 -0.0990 0.3791 0.1090 0.427
H 4.462739 7.263848 2.577557 -0.0590 -0.0874 0.1397 0.378
H 5.479881 5.913297 2.154631 -0.2141 -0.3876 0.3236 0.333
H 2.444801 6.174756 2.057716 -0.3232 -0.2632 0.4121 0.253
H 3.376229 5.067200 3.151250 -0.5064 -0.1000 0.0157 0.606
H 2.066243 4.089499 1.343599 -0.0326 -0.7019 -0.8160 -0.238
H 3.718913 3.477511 1.289272 0.3646 0.1798 -0.3131 0.586
H 4.127170 3.017475 -0.796137 0.1110 0.2008 0.0889 0.500
H 3.668787 4.015499 -2.191992 -0.1212 0.0158 -0.0296 0.370
H 2.399187 3.171621 -1.175094 0.0591 -0.2685 -0.3161 0.213
C -4.620683 1.810075 -2.027437 -0.6895 0.7351 -0.1392 -1.258
C -3.583593 1.317191 -3.026986 0.0131 0.1363 0.0605 -0.066
C -2.274994 2.084671 -2.949745 0.5593 -0.9672 0.8374 -0.230
N -1.246185 1.675299 -3.985144 0.0461 1.3246 -1.9900 0.299
C -0.917212 0.196460 -3.902051 -0.4489 0.8805 0.2825 -0.700
C 0.364035 -0.170166 -4.660931 -1.8041 -1.1539 0.8364 -0.500
C 1.545484 0.675053 -4.352415 1.4375 -0.1368 -0.3619 -0.612
C 1.261153 2.164636 -4.444517 0.7689 -0.2060 -0.0431 -0.539
C -0.025770 2.605415 -3.778821 -0.0856 -0.9116 0.4088 0.211
C -1.766919 2.016814 -5.359387 -0.0619 0.6474 0.0653 -0.976
H -4.751783 2.890691 -2.132926 -0.0182 -0.0006 0.1163 0.412
H -4.462317 1.594048 -0.970729 0.5833 -0.0795 -0.1002 0.063
H -5.600434 1.379433 -2.239760 0.0854 -0.0596 -0.2042 0.452
H -3.949901 1.501899 -4.038309 -0.4366 -0.4606 0.0942 0.328
H -3.467280 0.250520 -2.824861 0.2814 -0.0178 -0.4399 0.205
H -1.750106 1.876350 -2.010008 -0.1479 0.2997 0.1708 -0.203
H -2.440042 3.156440 -3.045140 0.0777 0.0182 -0.1190 0.526
H -1.811569 -0.265880 -4.320010 0.2276 -0.2761 -0.1148 0.432
H -0.945969 -0.022665 -2.832351 0.5888 -0.0949 0.0004 0.485
H 0.592704 -1.185672 -4.318775 -0.0685 -0.0665 -0.2337 0.094
H 0.086874 -0.269980 -5.711890 0.3997 0.3343 -0.1265 0.437
H 2.026173 0.363848 -3.421026 -0.4850 0.3046 0.3439 0.038
H 2.288364 0.329621 -5.081128 0.1416 0.6527 -0.0837 0.465
H 2.031093 2.789243 -3.979343 0.0969 -0.3526 0.3170 0.109
H 1.387508 2.489344 -5.480955 -0.7469 -0.0884 -0.1336 0.569
H -0.015785 2.579712 -2.689600 0.9362 0.4691 0.1980 -0.361
H -0.163006 3.601817 -4.198286 -1.0663 -0.0055 0.4012 0.230
H -2.577438 1.364562 -5.667933 0.0942 -0.0850 0.0085 0.413
H -0.976739 2.061741 -6.106124 0.1437 -0.5230 0.1549 0.395
H -2.113150 3.048224 -5.290316 -0.3033 -0.1120 -0.0358 0.362
C -4.050511 0.128060 1.533924 0.4941 0.9815 -0.9803 -1.180
C -3.259852 -0.901959 2.321221 0.1219 0.3610 0.3393 -0.254
C -2.178229 -0.234996 3.177013 -0.6783 0.3653 0.4756 0.262
N -1.336961 -1.181686 4.019906 -1.1562 0.8224 -0.4023 0.916
C -2.254769 -2.071483 4.856504 0.1573 -0.7914 -1.2421 -0.753
C -1.468945 -2.876742 5.849993 0.1131 0.0468 1.2750 -0.725
C -0.615383 -2.011886 6.760711 -0.0842 0.8551 1.3037 -0.829
C 0.311387 -1.105578 5.959589 0.4411 -0.5855 -0.7469 -0.491
C -0.561807 -0.303852 4.981196 0.6464 -0.4628 0.6648 -0.692
C -0.438568 -1.938348 3.093137 0.6020 0.5349 0.6038 -1.163
H -4.451589 0.991028 2.070864 -0.0095 -0.3404 0.5447 0.282
H -4.872539 -0.262111 0.935501 0.0145 -0.3966 0.2734 0.519
H -3.368197 0.584088 0.803875 0.0015 -0.0345 -0.0111 -0.036
H -2.808617 -1.578341 1.595587 -0.1530 -0.2705 0.1448 0.245
H -3.924968 -1.425627 3.004298 -0.0526 -0.2970 -0.2468 0.468
H -2.684993 0.416565 3.895595 -0.0443 -0.1380 0.1181 0.435
H -1.509411 0.450397 2.653222 0.2163 -0.4806 -0.3826 -0.789
H -3.052108 -1.454626 5.270102 0.4037 0.2800 0.3818 0.435
H -2.782880 -2.736506 4.171779 0.2378 -0.0279 -0.1536 0.517
H -2.192530 -3.422108 6.459921 0.0035 -0.0390 -0.0642 0.431
H -0.791501 -3.638761 5.456845 -0.3586 0.0129 -0.6098 0.297
H -1.207690 -1.355133 7.412034 -0.4019 -0.0961 -0.2769 0.330
H -0.118106 -2.628910 7.510334 0.3996 -0.0885 -0.3668 0.447
H 0.913095 -0.389939 6.519634 -0.3513 -0.0110 0.3982 0.468
H 1.072955 -1.744708 5.495576 -0.1018 0.2126 -0.4522 -0.057
H -1.268026 0.180987 5.657849 -0.4260 0.0931 -0.4722 0.403
H -0.055071 0.471990 4.409229 0.1851 -0.1942 -0.1448 0.594
H 0.022395 -2.723420 3.683611 0.1193 -0.1359 -0.3332 0.391
H 0.302272 -1.213991 2.749056 0.1840 -0.1050 0.1132 0.392
H -0.923078 -2.301227 2.192412 -0.4948 -0.1766 0.3697 0.237
C -3.471206 8.716696 4.405239 2.0910 -1.1828 0.4839 -1.409
C -3.819430 7.218448 4.504030 -2.2431 0.3776 -0.1491 -0.429
C -3.561703 6.443896 3.234495 1.6568 -0.0973 0.1975 -0.544
N -3.846200 4.964198 3.286604 0.1610 -0.9553 0.7076 0.528
C -3.517569 4.306877 1.954424 -0.2862 -0.8788 -0.6175 -0.501
C -2.027577 4.318405 1.559095 -0.2875 1.2481 0.7812 -0.605
C -1.264616 3.556224 2.635840 -0.1277 -1.4336 -0.1642 1.742
C -1.510122 4.151674 4.010060 -0.3235 0.6591 -0.5542 -1.055
C -3.009106 4.271010 4.344790 1.0939 -0.1653 0.1757 -0.951
C -5.287901 4.693175 3.647460 0.7022 -0.8503 -0.4150 -1.017
H -3.759382 9.150879 5.357583 -0.5110 0.6040 -0.4328 0.387
H -3.687091 9.235074 3.476528 -0.9070 0.0405 0.2219 0.376
H -2.373097 8.767636 4.439464 0.0010 0.0793 0.0254 0.378
H -4.906578 7.161649 4.656467 0.0234 0.0817 0.1387 0.391
H -3.419461 6.791340 5.422198 0.4824 -0.0093 -0.2241 0.282
H -2.484829 6.463080 3.049090 -0.1633 0.3746 -0.3414 0.169
H -4.093408 6.868269 2.384492 -0.0665 -0.0988 -0.0077 0.523
H -4.290940 4.662935 1.273036 0.5451 0.5371 -0.3763 0.640
H -3.714383 3.228537 1.970876 -0.5019 0.0984 0.8682 -0.228
H -1.724186 5.368878 1.572395 0.4210 -0.0934 -0.3329 0.455
H -1.831748 3.914304 0.567852 -0.2591 -0.1344 -0.0083 0.094
H -0.232788 3.312363 2.371634 0.2506 0.9735 0.0420 -0.173
H -1.613483 2.511743 2.644200 -0.5770 0.1352 -0.0266 -1.166
H -1.090382 5.161082 4.021438 0.2303 -0.0797 0.2815 0.371
H -1.064954 3.574034 4.819208 0.1251 0.0618 -0.0148 0.526
H -3.046818 4.798071 5.294622 -0.5672 0.1322 -0.1277 0.373
H -3.405140 3.267786 4.502966 -0.3394 0.0673 -0.2219 0.614
H -5.418859 3.638980 3.401700 -0.3672 0.0885 -0.0895 0.370
H -5.939148 5.317161 3.044489 -0.1074 0.1097 0.2141 0.368
H -5.406939 4.762967 4.723880 -0.1832 0.5495 -0.0640 0.411